Record 1
The following is a quantum chemistry calculation of a cluster of 10 separate species, C36H101N9O10 in total at a distorted geometry, from the Open Molecules 2025 dataset.

LUMO level ... 0.45 eV
SMILES ... COC[C@H](C)N.COC[C@H](C)N.COC[C@H](C)N.COC[C@H](C)N.COC[C@H](C)N.COC[C@H](C)N.COC[C@H](C)N.COC[C@H](C)N.COC[C@H](C)N.O
Gap between HOMO and LUMO ... 9.514 eV
HOMO ... -9.1 eV
Net charge ... 0

Structure (XYZ):
```
156
C36H101N9O10 (ωB97M-V/def2-TZVPD)
H 7.261 4.273 -2.354
H -8.815 1.324 -6.305
H -12.940 3.047 -4.487
H 16.490 2.052 3.034
N 1.407 -7.588 -4.897
C -2.378 4.717 8.932
O -1.889 -9.364 6.014
H -1.597 1.379 -1.262
H -1.366 4.716 9.336
H -5.423 7.870 -3.526
C 5.379 3.284 -4.741
N -2.098 -3.069 -7.978
H 9.291 0.964 -3.921
H 1.907 1.589 3.365
C -2.356 5.670 7.754
C -3.796 4.556 12.361
H -3.786 3.662 12.985
N 15.688 0.566 4.956
O 7.457 3.345 7.169
C 7.086 2.035 -3.605
H 13.081 0.636 2.871
C -2.727 -0.726 -8.661
H -1.852 -3.350 -8.916
N 6.588 4.413 -3.094
C -9.846 2.595 -5.048
H 14.907 2.264 2.171
H -0.206 1.915 -0.994
C 0.372 0.947 1.328
H 14.937 0.342 5.593
H 3.199 -8.546 -4.845
H -8.341 -0.636 -4.938
H -2.140 3.117 7.681
H -7.243 2.905 -5.308
C -8.966 0.176 -4.567
H -1.480 -7.806 4.704
C -5.308 8.284 -2.524
C -1.008 -8.492 5.408
H 0.253 2.007 1.551
C 9.036 0.979 -2.861
C -8.689 1.562 -5.248
H 9.992 1.308 -2.453
H -1.688 -1.423 0.053
C -2.117 -11.120 7.837
H 16.300 1.177 5.477
N -7.444 2.069 -4.779
O -3.006 4.233 11.157
H 3.307 -5.180 -1.308
H -11.652 2.658 -3.320
H -3.240 6.242 10.247
H -5.301 9.367 -2.646
O 7.982 1.821 -2.547
H 6.570 1.129 -3.923
H -0.356 -7.890 6.041
H 4.484 -6.881 -6.127
H 5.263 2.856 -2.685
H 14.614 2.150 4.640
H 0.095 -1.393 -0.164
H 4.639 4.085 -4.763
N -6.529 6.644 -1.179
C 14.877 1.295 4.017
H -10.354 8.803 -0.247
H -7.671 9.442 -2.909
H -6.609 -3.393 -9.864
H 11.183 -0.226 3.670
H 15.773 0.659 2.158
H -7.398 6.522 -0.680
H -9.953 -0.275 -4.668
H -6.783 -1.790 -10.778
H -1.966 -13.292 7.378
H -8.820 9.518 -0.032
C -0.804 0.502 0.443
H -5.823 6.498 -0.472
H -8.922 0.193 -3.478
H -9.683 3.376 -5.790
O 12.651 0.527 4.878
C 3.397 -6.800 -6.128
H -4.851 4.678 12.114
H -0.295 -9.939 7.258
H 3.083 -5.757 -6.085
H 2.680 -7.194 -2.656
H -1.535 5.504 7.056
C -7.853 8.470 -2.450
O -11.208 2.040 -5.208
H 4.867 2.351 -4.974
O -5.228 -1.850 -9.549
H -3.227 5.688 7.099
O -9.140 8.309 -1.754
H -7.628 2.405 -3.844
C -6.125 -2.567 -10.386
C -4.253 -2.701 -8.950
H -1.573 -9.166 8.162
H -1.713 0.796 0.967
C 3.361 -6.870 -3.443
C 1.823 0.544 3.068
H -1.326 -2.581 -7.548
C 3.956 -5.047 -2.174
C -0.744 -1.036 0.435
H -0.695 -1.396 1.463
H 2.626 0.290 2.376
O 3.473 -5.470 -3.448
H 4.972 -5.347 -1.916
H 7.987 4.071 7.498
H 7.678 2.391 -4.448
H -4.384 7.992 -2.026
H 13.868 -0.636 3.654
C 11.651 -0.471 4.623
C 6.029 3.132 -3.409
H -0.236 -9.004 4.833
C -1.377 -9.820 7.312
H 12.022 -1.492 4.719
H 1.099 -8.065 -4.062
C -3.194 -2.055 -8.061
H -7.944 7.815 -3.317
H -4.266 4.946 9.787
H -1.951 -0.256 -8.057
H -6.601 8.723 -0.795
H -3.719 -1.758 -7.154
C -9.549 9.281 -0.806
H 8.911 -0.032 -2.476
C -3.256 5.157 10.137
O 0.517 0.269 2.544
H 8.085 2.639 7.019
H 4.357 -7.276 -3.272
C -6.542 8.053 -1.652
C 13.603 0.411 3.802
H -9.661 3.129 -4.116
C 2.867 -7.509 -4.803
H 2.090 -0.051 3.942
C -1.626 -12.313 7.039
N -0.719 1.052 -0.886
H 6.033 3.582 -5.561
H 4.005 -3.970 -2.012
N -3.533 -11.034 7.519
H -4.903 -3.325 -8.337
H -0.539 -12.392 7.049
H -3.562 -10.328 6.798
C -12.236 2.282 -4.159
H -2.008 -12.165 6.029
C 15.565 1.579 2.705
H -2.287 -0.797 -9.656
H 1.337 0.900 0.822
H -2.835 2.731 9.000
H -3.969 -10.554 8.293
H -9.812 10.208 -1.315
H -1.997 -11.319 8.902
H -12.771 1.354 -3.955
H 1.043 -6.647 -4.845
N -2.780 3.508 8.358
H -3.459 5.436 12.908
H -3.713 -3.221 -9.741
H -2.295 6.699 8.109
H -3.593 -0.067 -8.730
H -5.702 -3.107 -11.233
H 3.071 -7.260 -7.061
H 10.824 -0.446 5.333
H 5.832 4.851 -2.587
```

***

Record 2
The following is a quantum chemistry calculation of a structure of composition C36H102AsF9N8O10 at a distorted geometry, from the Open Molecules 2025 dataset.

LUMO level ... -12.39 eV
Gap between HOMO and LUMO ... 5.837 eV
HOMO ... -18.2 eV
Net charge ... +6

Structure (XYZ):
```
166
C36H102AsF9N8O10 (ωB97M-V/def2-TZVPD)
H 1.531 14.364 -0.507
H 0.335 10.782 -1.984
C -6.067 14.824 -0.626
H -0.228 9.558 3.355
C -5.914 13.298 -0.645
H -5.586 16.845 4.727
H -1.169 10.090 6.337
H -8.132 16.711 2.068
H -4.778 2.959 2.005
C -1.497 21.838 5.655
C -4.958 5.133 1.992
H -2.832 19.561 5.943
H -3.638 13.699 4.291
H -1.334 8.138 11.438
H 3.965 13.086 1.999
O -6.256 13.783 3.403
H -6.291 11.684 3.356
H 1.723 15.450 7.040
C -5.137 14.852 5.258
C 3.155 12.403 2.272
H 3.267 12.774 4.960
H 0.575 15.504 0.279
H -4.227 6.072 3.746
C -7.352 17.383 1.699
C -1.991 19.383 5.266
N -0.479 11.182 -1.522
F -1.854 11.585 3.407
C 3.968 16.184 -0.651
C -2.032 10.540 8.303
H -4.864 16.369 -1.480
H -2.137 8.107 -1.732
H -5.999 5.452 1.974
H 2.006 17.447 -2.526
H -2.608 22.079 3.248
F 3.202 8.315 7.006
F -0.314 11.645 1.482
H 3.799 11.674 2.776
H -3.774 4.628 0.300
H -4.608 8.252 4.221
F 1.293 8.529 8.044
H 4.398 16.156 0.352
H 2.297 15.816 -2.825
N -3.943 13.874 5.264
H -0.292 11.052 -0.524
C 1.628 15.280 0.078
H -1.557 12.550 8.343
H -3.810 16.599 5.000
H -2.768 9.263 6.702
H 0.963 16.287 -2.035
H -1.253 19.099 6.019
F -2.787 11.732 1.070
C -6.889 12.547 3.042
H -3.693 3.711 3.152
C -6.416 14.165 4.768
H 1.997 15.129 1.091
H 3.656 14.285 3.973
H 3.082 10.735 6.317
H -3.172 14.150 5.859
H 0.427 7.962 3.282
O 4.656 17.176 -1.391
H -0.475 8.420 4.630
O 2.256 13.061 3.183
H -2.987 5.973 2.505
H -5.329 15.445 1.287
H -4.557 16.000 3.521
C -1.558 9.300 9.046
O 1.731 11.559 7.483
H -4.546 9.506 2.966
H -3.987 15.129 -0.792
H 2.177 9.847 4.095
H -2.387 21.850 6.285
H 2.069 8.343 4.942
H 0.006 13.951 5.938
H -7.884 12.466 3.475
F -3.067 13.581 2.629
C -4.727 16.191 4.581
H 0.327 13.210 4.504
H -4.731 15.009 -2.243
H -2.379 8.636 9.332
H 0.133 9.048 11.874
H -4.680 5.932 0.101
C -1.344 8.840 -1.581
H -5.280 12.945 0.171
C 2.479 14.923 6.453
N -4.841 15.366 -1.295
H -5.426 12.851 -1.515
C -1.697 10.318 -1.889
N 1.950 16.500 -2.156
H 2.664 11.824 1.496
C -1.979 10.439 -3.403
C 2.432 9.168 7.687
O -4.335 7.540 2.278
As -1.638 12.648 2.007
C 6.027 16.915 -1.699
H 3.332 15.594 6.351
H -5.363 14.917 6.325
O 1.181 10.088 5.838
H 1.397 15.219 4.609
H -0.824 20.616 3.901
C 2.153 10.433 6.817
H -3.016 20.466 3.031
H 4.162 15.218 -1.132
O -0.812 8.717 -0.243
C -6.270 15.476 0.725
N -2.781 21.189 3.708
H 1.078 12.663 5.926
N -1.044 11.703 8.545
C 2.434 16.386 -0.702
H -7.978 18.219 1.391
H -0.594 8.457 -2.277
H -5.408 3.589 3.495
C 0.296 8.809 3.957
H -0.592 12.175 -1.691
H -0.972 8.687 8.356
H -0.576 21.778 6.234
F 3.009 9.464 8.845
C 1.513 9.259 4.737
C -1.349 17.531 3.943
H -2.084 11.490 -3.676
C 2.897 13.580 4.323
H -2.676 10.941 6.176
H -1.470 8.205 1.674
C -0.453 8.650 11.047
H -2.934 9.975 -3.649
H 6.165 16.370 -2.632
H -0.920 17.042 4.819
H -0.116 11.618 8.109
H -6.907 15.078 -1.274
H 2.250 17.362 -0.252
H -6.621 17.595 2.479
O -2.412 18.362 4.356
C -4.042 6.207 2.678
H -6.632 13.253 5.331
H -1.830 16.744 3.359
H -0.835 11.714 9.546
H -2.643 9.222 0.808
F -1.499 13.650 0.562
H -6.907 12.854 -0.704
H 6.537 16.381 -0.894
H -6.988 14.920 1.332
H -3.068 8.662 3.427
H -2.512 10.649 -1.248
H -2.450 7.562 0.424
N 0.730 13.482 5.406
C -1.879 8.453 0.696
N -4.695 5.006 0.525
H -4.310 12.985 5.598
C 1.901 14.415 5.146
F -0.586 13.774 2.869
O -0.894 9.719 10.223
H -2.928 10.950 8.769
C -4.144 8.544 3.278
H 6.468 17.909 -1.744
H 0.206 7.851 10.698
O -6.707 16.798 0.562
C -4.684 3.791 2.706
C -2.170 10.170 6.763
H -1.364 22.805 5.165
H -6.784 12.386 1.969
C -1.644 20.748 4.608
H -5.374 4.438 0.019
H 2.838 14.116 7.095
H -0.646 18.004 3.254
H -3.607 21.210 4.306
H -7.306 14.796 4.793
H -1.236 9.963 -4.042
```

***

Record 3
The following is a quantum chemistry calculation of a structure of composition C36H102N6O12 at a distorted geometry, from the Open Molecules 2025 dataset.

LUMO level ... 0.33 eV
Gap between HOMO and LUMO ... 8.863 eV
HOMO ... -8.5 eV
Net charge ... 0

Structure (XYZ):
```
156
C36H102N6O12 (ωB97M-V/def2-TZVPD)
H 1.066 1.296 -2.298
N -2.152 -1.681 4.888
H -5.480 -1.731 0.904
H 4.550 2.553 2.970
C 1.840 -4.387 1.702
H 3.429 -0.460 -0.986
C -2.883 1.136 3.284
C -0.088 -0.391 -1.183
H -4.719 -1.549 -2.074
N 1.769 -1.305 -2.465
H 1.294 1.546 -4.254
H -0.308 -6.063 -0.276
H -2.564 2.736 1.146
H -3.219 2.789 6.240
C -1.654 2.352 1.605
H 1.410 -0.650 -3.145
H -2.126 -4.348 -0.959
H 3.284 1.276 -3.138
H 2.665 -0.121 0.420
C 1.544 0.500 -4.429
C 1.328 -1.007 -1.175
H 2.786 0.541 3.374
H -2.610 0.151 2.906
C 1.748 0.834 3.531
H -2.170 -1.060 -2.142
C 4.017 -3.942 0.422
H -1.394 -2.868 -0.341
H -2.953 -0.598 0.628
C 3.757 1.900 2.605
H -0.820 6.851 -2.040
C -3.097 1.155 4.873
H 2.524 -2.522 1.018
H -1.807 -0.186 1.595
H -3.634 -2.921 -1.931
C -4.259 0.279 5.170
H 2.885 -2.066 -3.799
C -3.944 -2.113 -2.594
H -5.825 0.429 0.442
H -1.784 3.783 -0.145
H 4.380 -2.172 2.361
H -0.005 2.551 -2.638
H -1.986 -2.133 2.311
H -0.997 0.204 3.240
H 4.789 -3.173 0.391
N 3.763 -2.929 2.619
O 1.087 -0.460 3.486
H 2.405 1.704 0.985
H -0.169 -2.321 4.784
C -3.955 -0.716 0.217
N -3.081 6.088 -0.853
O -0.543 0.202 0.026
C 0.959 2.373 -2.162
H -4.583 0.376 6.206
H 1.706 3.453 -3.980
C -2.254 3.806 -1.128
C -1.084 -0.686 0.951
O 1.122 -4.659 0.459
H 4.298 1.374 -0.144
H 3.965 -2.809 -4.990
H -4.047 -0.768 4.953
H 4.209 -3.068 -2.053
O 3.228 2.616 -3.074
H 3.589 -4.428 -3.124
H 5.300 -3.864 -3.170
H -1.797 0.865 -2.761
H -5.173 0.559 4.647
C -1.982 1.552 -1.935
C 0.488 3.754 0.703
H -1.282 1.449 1.120
H -2.522 6.886 -0.587
C -0.323 -0.362 3.884
H 3.699 2.711 -0.589
C 3.181 2.410 1.278
H -3.742 1.591 2.790
H -0.783 2.997 1.486
H 1.178 -4.075 2.510
H 1.488 1.352 4.454
H -0.314 4.072 0.037
O -1.655 2.890 -2.129
H 1.451 1.401 2.649
C -1.147 -2.614 2.814
O -4.537 -1.867 0.780
H 0.224 3.867 1.755
C 1.959 3.254 -2.939
H -0.283 -0.968 1.636
C -0.874 5.780 -1.841
C -1.236 -3.721 -1.002
H -0.077 0.401 -1.933
H 0.430 2.679 0.534
C 4.260 -3.577 -3.015
O 4.801 -1.359 -3.769
N -3.388 2.550 5.273
C 3.907 -2.396 -3.983
C 2.454 -0.108 -0.649
H -2.415 -2.654 4.962
H 0.753 0.166 -5.101
H -0.612 -4.494 -4.057
H -3.893 -0.812 -0.867
H -1.902 -1.480 5.846
H -0.087 -2.672 -2.633
H 2.223 4.133 2.255
H 0.907 2.747 -1.140
H -1.455 1.157 -1.067
C 0.177 -5.654 0.610
C -4.789 0.477 0.777
C 3.008 -3.393 1.459
H -1.705 -2.835 -3.041
H 2.423 0.932 -0.973
H -0.259 5.533 -0.976
H -2.237 -1.606 -3.774
H -1.336 -3.638 3.136
H -4.831 0.255 1.843
O 3.685 0.526 -3.583
H 4.335 -0.539 -3.590
C -0.860 -1.759 4.155
N 4.126 2.297 0.227
H 2.173 -5.284 2.225
H 2.164 4.232 -2.503
H -2.692 5.079 -2.756
H 3.000 1.782 3.380
H -0.252 5.244 -2.557
H 3.166 -0.698 -5.057
C 2.671 3.854 1.301
H -2.205 0.702 5.305
C 3.025 0.345 -4.773
H -0.246 0.152 4.842
H 4.483 -4.818 0.872
H -5.151 -3.342 -3.456
H 1.180 -0.071 -3.575
C -2.849 -1.163 -2.988
O 1.752 4.105 0.284
H -4.410 1.448 0.458
H -1.596 -1.552 0.531
H -0.647 -5.292 1.223
H -3.174 -0.176 -3.318
H 3.392 1.054 -5.515
H 3.697 -4.155 -0.598
H -3.011 3.300 4.712
H -3.069 1.530 -1.851
H 3.518 4.541 1.288
H -3.439 5.669 -0.007
H 1.398 -1.907 -0.564
C -2.317 5.237 -1.745
O -1.876 2.088 3.041
H 2.752 -1.196 -2.668
H 3.084 -2.482 3.218
H -0.264 -2.437 2.201
H -0.518 -4.469 -0.664
C -0.925 -3.353 -2.484
H 3.869 3.111 -3.589
O -4.632 -2.593 -3.761
H -0.787 -1.124 -1.584
H 0.568 -6.542 1.107
H 4.031 0.857 2.446
H -3.314 3.579 -1.017
O -0.705 -4.610 -3.109
```